DFT (wB97M-V/def2-TZVPD) results for C22H47NOOsP2Si as an isolated structure in a non-equilibrium geometry.

Geometry as XYZ:
```
75
Properties=species:S:1:pos:R:3:forces:R:3
Os -0.06404 -0.03518 -0.90525 0.2 1.2 -2.4
Si -0.25444 -2.27622 -1.54964 -0.1 -0.9 -0.3
P 2.28079 -0.35882 -0.93072 0.5 -1.0 0.4
P -2.39833 0.05913 -1.08272 -1.1 -0.7 0.4
H 0.79455 0.42641 -2.91234 -0.4 1.7 -1.6
C 3.29440 1.13209 -0.65270 0.2 0.2 -0.1
H 4.35735 0.85289 -0.65388 -0.2 0.1 0.0
H 3.04291 1.57984 0.31552 0.0 -0.1 -0.2
H 3.12596 1.87788 -1.43528 0.0 -0.2 0.2
C 3.03784 -1.10508 -2.42406 0.3 0.2 0.0
H 4.12929 -1.10547 -2.30281 -0.2 -0.1 -0.1
H 2.78000 -0.51728 -3.31200 0.0 -0.1 0.1
H 2.68478 -2.13188 -2.56741 0.0 0.2 0.1
C 2.92980 -1.45179 0.39661 0.1 0.1 0.0
H 4.02219 -1.52543 0.31315 -0.2 0.0 0.0
H 2.50086 -2.45534 0.31631 0.0 0.2 -0.1
H 2.67836 -1.03832 1.38050 0.0 0.0 -0.2
C -3.10049 1.72985 -0.85033 0.0 0.2 0.0
H -4.15554 1.64270 -0.55462 0.2 0.0 -0.1
H -3.02087 2.30207 -1.78250 0.1 -0.1 0.3
H -2.55441 2.25674 -0.05701 -0.1 -0.1 -0.3
C -3.24932 -0.51481 -2.60261 -0.3 0.1 0.1
H -4.33132 -0.38227 -2.46103 0.2 -0.1 -0.1
H -3.03862 -1.57749 -2.77511 0.0 0.3 0.1
H -2.93549 0.07579 -3.47082 -0.1 -0.2 0.3
C -3.32132 -0.86278 0.21112 -0.2 0.2 -0.2
H -4.38148 -0.58033 0.14862 0.2 -0.1 0.0
H -2.94269 -0.59550 1.20550 0.0 -0.1 -0.3
H -3.22611 -1.94074 0.04660 0.0 0.2 0.1
C -0.19575 -2.76719 -3.37412 0.1 -0.3 0.1
H 0.67389 -2.34585 -3.89087 -0.2 0.0 0.0
H -1.11823 -2.46951 -3.88683 0.2 0.0 0.0
H -0.11834 -3.86381 -3.39050 -0.1 0.2 -0.2
H 0.80951 -3.09811 -0.89521 0.0 -0.3 0.0
H -1.53783 -2.88180 -1.09163 0.0 -0.2 0.0
C 0.23126 1.44610 -3.15235 0.7 -1.0 0.5
O -0.32958 1.72721 -1.89045 -0.2 0.8 0.0
C 1.13726 2.60983 -3.51152 0.2 -0.1 -0.2
H 1.56411 2.46274 -4.50653 0.1 0.1 0.1
H 1.94047 2.75243 -2.78381 -0.2 0.0 -0.1
H 0.52970 3.52014 -3.52804 0.0 -0.1 0.0
C -0.78933 1.20294 -4.25754 0.2 -0.1 -0.3
H -1.62287 1.91293 -4.18286 0.1 -0.1 0.1
H -1.15109 0.17022 -4.24686 0.0 0.2 0.1
H -0.31438 1.35501 -5.23704 -0.1 0.0 0.2
C 0.64211 -3.53443 3.64903 0.1 0.1 0.0
C 0.22548 -2.49050 2.60459 0.2 -0.1 0.2
C -1.08469 -2.93458 1.96369 -0.3 0.1 -0.2
C 0.12926 -1.07846 3.16297 -0.3 0.1 -0.4
C 0.10342 -0.81411 4.51782 0.1 -0.1 0.0
C 0.04192 0.49392 5.00052 -0.1 0.3 0.1
C 0.04923 1.57281 4.11152 0.1 -0.2 0.1
C 0.08634 1.37043 2.74006 -0.1 0.2 -0.3
C 0.18450 2.59762 1.80954 -0.2 -0.5 0.0
C -1.01140 3.53635 2.00680 0.0 -0.1 -0.1
C 1.48210 3.37708 2.05212 0.0 -0.1 0.0
C 0.02529 0.02235 2.23314 0.1 0.2 -0.3
N -0.10416 -0.23006 0.91712 0.2 0.1 4.0
H -0.15442 -3.68097 4.39112 0.2 0.0 -0.1
H 1.55446 -3.23515 4.17868 -0.1 -0.1 -0.1
H 0.83291 -4.50140 3.16169 -0.1 0.2 0.1
H 0.99736 -2.47290 1.81722 -0.3 0.0 0.2
H -1.85272 -3.08150 2.73388 0.1 0.0 -0.1
H -1.44636 -2.17877 1.26439 0.2 -0.3 0.1
H -0.96253 -3.87576 1.41486 0.0 0.1 0.1
H 0.14641 -1.65387 5.21124 0.0 0.3 -0.1
H 0.00634 0.67112 6.07493 0.0 0.0 -0.2
H 0.03863 2.59899 4.48536 0.0 -0.3 0.0
H 0.18388 2.25566 0.75958 0.0 0.0 0.4
H -0.98967 3.96996 3.01544 -0.1 0.0 -0.2
H -0.97190 4.35426 1.27671 0.0 -0.1 0.1
H -1.95832 2.99905 1.87789 0.1 0.1 0.1
H 2.35877 2.72789 1.94810 -0.1 0.2 0.1
H 1.56589 4.19921 1.33060 0.0 -0.1 0.1
H 1.48845 3.80183 3.06448 0.1 -0.1 -0.2
```
Forces are in eV/Å.

Results
- E_LUMO (spin up / spin down): 0.55 / -1.08 eV
- ⟨S²⟩: 6.0566
- Spin multiplicity: 5
- Molar mass: 621.89 g mol⁻¹
- Orbital gap (spin up / spin down): 6.0 / 6.9 eV
- Calculated total energy: -2059.23750 hartree

The computed Mulliken charges, all in e, follow:
1 Os 2.139
2 Si 1.134
3 P 0.490
4 P 0.654
5 H -0.791
6 C -0.918
7 H 0.516
8 H -0.032
9 H 0.138
10 C -1.236
11 H 0.504
12 H 0.317
13 H 0.255
14 C -1.375
15 H 0.662
16 H 0.186
17 H 0.283
18 C -1.008
19 H 0.497
20 H 0.286
21 H -0.073
22 C -1.339
23 H 0.492
24 H 0.235
25 H 0.268
26 C -1.350
27 H 0.591
28 H 0.249
29 H 0.278
30 C -1.268
31 H 0.298
32 H 0.313
33 H 0.440
34 H -0.404
35 H -0.352
36 C 1.999
37 O -0.861
38 C -1.521
39 H 0.361
40 H 0.220
41 H 0.375
42 C -1.679
43 H 0.280
44 H 0.169
45 H 0.569
46 C -2.133
47 C 2.203
48 C -0.780
49 C 0.400
50 C -0.362
51 C -1.438
52 C -0.086
53 C 0.176
54 C 1.553
55 C -1.801
56 C -1.837
57 C 0.433
58 N -0.731
59 H 0.394
60 H 0.456
61 H 0.450
62 H -0.912
63 H 0.365
64 H -0.472
65 H 0.387
66 H 0.389
67 H 0.358
68 H 0.305
69 H -0.662
70 H 0.416
71 H 0.421
72 H 0.348
73 H 0.370
74 H 0.445
75 H 0.357



DFT (wB97M-V/def2-TZVPD) results for a 2-piece molecular cluster, Br3OP overall.

Geometry as XYZ:
```
5
Properties=species:S:1:pos:R:3:forces:R:3
O 1.89312 -0.50004 1.21198 -0.1 -0.2 0.4
P 2.49127 -0.11308 -0.05393 -0.2 0.4 -0.4
Br -3.32965 0.58114 -0.23439 0.3 -0.4 0.1
Br 1.16414 1.45081 -1.00123 0.2 -0.2 0.0
Br -2.21888 -1.41883 0.07757 -0.2 0.4 -0.1
```
Forces are in eV/Å.

Results
- E_LUMO: -1.57 eV
- Structure (SMILES): O=PBr.BrBr
- Molar mass: 286.69 g mol⁻¹
- Orbital gap: 8.7 eV
- Calculated total energy: -8138.65803 hartree

The computed Mulliken charges, all in e, follow:
1 O -0.327
2 P 0.490
3 Br -0.003
4 Br -0.162
5 Br 0.002



DFT (wB97M-V/def2-TZVPD) results for a 5-piece molecular cluster, C2H12O5 overall in a non-equilibrium geometry.

Geometry as XYZ:
```
19
Properties=species:S:1:pos:R:3:forces:R:3
O 0.28784 0.23048 0.63035 2.0 -2.2 1.0
C 0.98465 -0.74975 0.96606 -2.7 2.3 -0.7
C 1.33901 -1.93756 0.21128 1.6 1.8 -4.0
H 1.16252 -0.92011 2.03065 0.2 0.9 0.7
H 1.34089 -2.63714 0.93082 0.3 -3.0 2.3
H 0.63512 -2.17463 -0.59417 0.2 0.3 0.0
H 2.41619 -1.82621 -0.24040 -1.7 -0.1 0.9
H 2.70953 2.21617 -5.38216 -2.6 -0.8 -0.2
H 2.20930 2.78403 -4.25351 -1.5 -0.1 0.6
O 1.78300 2.21684 -4.93020 4.0 0.9 -0.4
H -2.28682 0.82117 4.08447 0.5 -0.6 -0.2
H -1.00130 0.52960 3.27905 -1.0 -0.3 0.8
O -1.71761 0.07982 3.78688 0.5 1.0 -0.6
H -3.12081 -1.35166 1.20979 0.6 -0.2 0.5
H -3.95944 -0.58996 2.33695 0.5 -0.6 -0.9
O -3.95614 -0.96263 1.43118 -1.1 0.7 0.4
H -0.14605 1.50751 -2.38492 0.6 0.5 -0.1
H 0.65537 1.03905 -1.23068 0.3 -0.6 0.6
O 0.66472 1.72500 -1.88142 -0.9 0.1 -0.7
```
Forces are in eV/Å.

Results
- E_LUMO (spin up / spin down): -7.15 / -10.69 eV
- ⟨S²⟩: 0.7584
- Total charge: +1
- Spin multiplicity: 2
- Molar mass: 116.11 g mol⁻¹
- Orbital gap (spin up / spin down): 6.6 / 3.0 eV
- Calculated total energy: -459.14297 hartree

The computed Mulliken charges, all in e, follow:
1 O -0.137
2 C 0.436
3 C -0.891
4 H 0.378
5 H 0.378
6 H 0.358
7 H 0.377
8 H 0.322
9 H 0.294
10 O -0.611
11 H 0.343
12 H 0.277
13 O -0.614
14 H 0.272
15 H 0.335
16 O -0.605
17 H 0.348
18 H 0.259
19 O -0.520



- Look up the molar mass of the second one.
  286.69 g mol⁻¹



- Which value of molar mass does entry 2 give?
  286.69 g mol⁻¹